Entry 1:
{"formula": "C4H4BrN", "method": "the ωB97M-V functional and the def2-TZVPD basis", "de_lowest_kj_mol": 342.5, "homo_energy_ev": -10.7, "elements": ["C", "C", "C", "C", "N", "Br", "H", "H", "H", "H"], "xyz": [[3.446, 2.038, -0.100], [1.385, 1.289, 0.110], [1.226, 0.043, -0.280], [-0.240, -0.425, -0.365], [4.453, 2.486, -0.318], [2.641, -1.317, -0.252], [0.739, 2.139, 0.111], [-0.944, 0.415, -0.253], [-0.311, -0.775, -1.456], [-0.481, -1.161, 0.328]], "mulliken_charge": [-0.053, -0.290, 0.421, -1.012, -0.308, -0.048, 0.345, 0.320, 0.295, 0.331]}

Entry 2:
{"formula": "C4H4BrNS", "method": "the ωB97M-V functional and the def2-TZVPD basis", "de_lowest_kj_mol": 106.7, "smiles": "C=C(Br)C#N.C=S", "homo_energy_ev": -8.9, "elements": ["C", "C", "C", "C", "N", "S", "Br", "H", "H", "H", "H"], "xyz": [[-1.291, 0.734, -1.123], [-1.509, 0.998, 1.288], [1.592, -1.261, -1.339], [-1.947, 0.535, 0.164], [-0.700, 0.994, -2.077], [1.482, -1.615, 0.237], [-3.634, -0.301, -0.057], [-0.650, 1.588, 1.440], [-2.030, 0.687, 2.197], [0.757, -1.473, -1.930], [2.655, -1.098, -1.800]], "mulliken_charge": [0.126, -0.598, -0.367, 0.384, -0.377, -0.194, -0.101, 0.336, 0.240, 0.317, 0.234]}

Entry 3:
{"formula": "C4H4BrOP", "method": "the ωB97M-V functional and the def2-TZVPD basis", "de_lowest_kj_mol": 183.9, "smiles": "[H]/P=C1/OC=C[C@@H]1Br", "homo_energy_ev": [-8.6, -8.6], "elements": ["C", "C", "C", "C", "O", "P", "Br", "H", "H", "H", "H"], "xyz": [[1.177, 0.633, 0.028], [-0.109, 0.216, 0.748], [1.030, 0.248, -1.251], [-0.900, -0.319, -0.326], [-0.152, -0.392, -1.470], [-2.552, -0.650, -0.529], [0.790, -1.278, 2.209], [2.031, 1.034, 0.327], [-0.460, 0.873, 1.608], [1.825, 0.225, -2.142], [-2.680, -0.591, 0.797]], "mulliken_charge": [-0.561, -0.083, -0.157, 0.190, -0.318, -0.050, -0.231, 0.481, 0.429, 0.308, -0.009]}

Entry 4:
{"formula": "C4H4CaO2", "method": "the ωB97M-V functional and the def2-TZVPD basis", "charge": 1, "multiplicity": 2, "de_lowest_kj_mol": 72.5, "homo_energy_ev": [-9.8, -13.7], "elements": ["O", "C", "C", "H", "H", "C", "C", "O", "Ca", "H", "H"], "xyz": [[3.281, -0.947, 0.596], [3.233, -0.248, -0.393], [2.025, 0.577, -0.646], [4.130, -0.045, -1.009], [2.170, 1.533, -1.158], [0.762, 0.286, -0.067], [-0.466, 0.834, -0.587], [-1.583, 0.388, -0.363], [-3.773, 0.905, -0.413], [0.699, -0.523, 0.664], [-0.243, 1.952, -0.436]], "mulliken_charge": [-0.395, -0.109, -0.071, 0.336, 0.356, -0.200, 0.106, -0.414, 0.791, 0.376, 0.223]}

Per-record DFT total energy, eV: -75740.80994, -86577.91542, -85588.48133, -26736.64055